This record from OMol25 describes 15 unconnected molecules or ions with the total composition C72H164F17N10O29S7 at a distorted geometry. The level of theory is the ωB97M-V functional and the def2-TZVPD basis.

charge	+3
HOMO	-10.68	eV
gap between HOMO and LUMO	4.8	eV

Geometry (Å):
N (-10.115819, 16.690466, 4.590653)
S (-11.516889, 16.561568, 4.247327)
O (-12.103592, 17.531036, 3.342038)
O (-12.436618, 16.021319, 5.231961)
F (-11.297572, 15.233838, 3.323398)
S (-10.264738, 17.922272, 5.671366)
O (-10.345625, 17.422834, 7.089319)
O (-10.741184, 19.253308, 5.365083)
F (-8.711949, 18.268637, 5.684413)
C (-10.193408, 14.701110, -0.476335)
C (-10.610427, 16.146613, -0.131744)
C (-12.108906, 16.299817, -0.162239)
C (-12.646450, 17.733860, 0.065763)
N (-14.232278, 17.854010, 0.036759)
C (-14.690055, 19.232645, 0.474676)
C (-15.452212, 19.086204, 1.755898)
C (-15.963436, 17.715368, 1.785004)
C (-14.894687, 16.931495, 1.128598)
C (-14.766763, 17.548771, -1.348889)
H (-10.651184, 13.929208, 0.142294)
H (-9.113484, 14.576807, -0.556363)
H (-10.606272, 14.502555, -1.465394)
H (-10.161485, 16.843608, -0.839369)
H (-10.234718, 16.301249, 0.879707)
H (-12.542161, 15.612117, 0.564026)
H (-12.518866, 15.907474, -1.092884)
H (-12.398362, 18.400630, -0.760040)
H (-12.418263, 18.100125, 1.066710)
H (-15.214789, 19.715228, -0.349871)
H (-13.763266, 19.793651, 0.594835)
H (-16.265238, 19.806791, 1.844428)
H (-14.831242, 19.179932, 2.646802)
H (-16.925293, 17.644552, 1.277152)
H (-16.078725, 17.312354, 2.791182)
H (-15.339202, 16.094344, 0.590372)
H (-14.138675, 16.646243, 1.860159)
H (-14.259251, 18.187661, -2.071627)
H (-15.845844, 17.657467, -1.239925)
H (-14.448801, 16.550627, -1.650077)
C (-10.207602, 21.123541, 2.338738)
C (-9.788011, 20.658288, 0.929175)
C (-9.066086, 19.297005, 0.815066)
C (-7.493851, 19.586820, 0.760022)
N (-6.578715, 18.349640, 0.972605)
C (-5.108327, 18.687938, 0.755105)
C (-4.450553, 17.361959, 0.339377)
C (-5.535726, 16.581283, -0.356764)
C (-6.863305, 17.334966, -0.196156)
C (-6.765606, 17.760094, 2.330059)
H (-9.452880, 20.766338, 3.039378)
H (-11.057614, 20.558409, 2.721106)
H (-10.312640, 22.206187, 2.408952)
H (-9.291148, 21.495682, 0.439276)
H (-10.671838, 20.641039, 0.291486)
H (-9.384580, 18.955079, -0.169686)
H (-9.403541, 18.665218, 1.636694)
H (-7.039982, 20.375111, 1.360602)
H (-7.355330, 19.843665, -0.290191)
H (-4.751353, 19.124979, 1.687663)
H (-5.006875, 19.472215, 0.004956)
H (-4.108429, 16.845266, 1.236088)
H (-3.680002, 17.504574, -0.418256)
H (-5.948050, 15.682366, 0.101546)
H (-5.225666, 16.294722, -1.361669)
H (-7.820193, 16.819014, -0.117094)
H (-6.850682, 17.986513, -1.069900)
H (-6.713766, 18.548581, 3.080851)
H (-6.117776, 16.906047, 2.527629)
H (-7.746095, 17.285185, 2.364572)
C (-15.005952, 13.918535, 5.264655)
C (-16.190920, 13.032640, 4.778006)
C (-17.454968, 13.828478, 4.320131)
C (-18.135645, 12.940557, 3.281593)
N (-19.205705, 13.771135, 2.505573)
C (-19.742158, 12.935900, 1.289922)
C (-19.567708, 13.783481, 0.042833)
C (-19.344937, 15.244284, 0.525392)
C (-18.598524, 15.043814, 1.889009)
C (-20.446478, 14.129615, 3.356240)
H (-15.114983, 14.088329, 6.335814)
H (-15.071745, 14.928791, 4.860746)
H (-14.003196, 13.506306, 5.152177)
H (-16.455890, 12.372553, 5.603950)
H (-15.962165, 12.324878, 3.981238)
H (-17.125318, 14.798116, 3.947006)
H (-18.023334, 13.991495, 5.235823)
H (-18.534428, 11.975120, 3.593043)
H (-17.433979, 12.646097, 2.501175)
H (-20.781698, 12.630722, 1.409578)
H (-19.234526, 11.973570, 1.223936)
H (-20.296887, 13.754294, -0.766830)
H (-18.598481, 13.422289, -0.301045)
H (-20.280798, 15.702985, 0.844533)
H (-18.784230, 15.811870, -0.217263)
H (-18.900945, 15.871261, 2.530868)
H (-17.546463, 14.819481, 1.713115)
H (-20.891187, 13.219330, 3.758381)
H (-21.210566, 14.627251, 2.759058)
H (-20.218676, 14.662481, 4.279422)
C (-12.191051, 23.068991, 5.990924)
O (-12.596284, 24.032061, 6.927599)
C (-11.515171, 24.840562, 7.477526)
C (-11.898559, 26.044162, 8.326151)
N (-12.455493, 27.122721, 7.385047)
H (-12.555972, 28.031850, 7.813410)
H (-11.760078, 27.325803, 6.681293)
C (-13.907879, 26.917516, 6.819795)
C (-14.967777, 27.400483, 7.763116)
O (-14.898489, 26.738237, 9.030630)
C (-16.037078, 26.948022, 9.784554)
H (-11.285891, 22.622274, 6.402307)
H (-11.823291, 23.607422, 5.117461)
H (-12.973233, 22.378592, 5.675270)
H (-10.788759, 25.218190, 6.757924)
H (-10.833384, 24.212358, 8.050785)
H (-10.983322, 26.396550, 8.801831)
H (-12.671642, 25.793088, 9.052370)
H (-14.017003, 25.966185, 6.299057)
H (-13.916413, 27.613362, 5.980847)
H (-15.861749, 27.259551, 7.155617)
H (-14.988312, 28.456049, 8.034148)
H (-16.907737, 26.512021, 9.294711)
H (-16.152448, 28.018322, 9.955609)
H (-15.822233, 26.552126, 10.777125)
C (-3.954811, 19.527845, 8.593279)
O (-3.760591, 20.776117, 7.950252)
C (-3.742872, 20.710836, 6.476083)
C (-5.128476, 20.566755, 5.933664)
N (-6.013444, 21.721769, 6.430263)
H (-6.200479, 21.730490, 7.422754)
H (-5.492592, 22.541458, 6.152896)
C (-7.336901, 21.938279, 5.802221)
C (-8.148115, 23.072389, 6.447641)
O (-7.283278, 24.096388, 6.968815)
C (-7.865236, 25.423172, 6.808070)
H (-3.101634, 18.922833, 8.286430)
H (-4.751772, 18.878137, 8.231579)
H (-4.151193, 19.688325, 9.653361)
H (-3.197679, 19.847144, 6.095414)
H (-3.253641, 21.581554, 6.039506)
H (-5.485368, 19.615008, 6.327250)
H (-5.174336, 20.482711, 4.847873)
H (-7.732630, 20.949706, 6.035027)
H (-7.068585, 22.222517, 4.784712)
H (-8.806814, 22.856302, 7.288794)
H (-8.900236, 23.351417, 5.709697)
H (-8.619597, 25.623929, 7.568804)
H (-8.302358, 25.706069, 5.850479)
H (-7.081229, 26.169014, 6.939032)
C (-11.262914, 12.220654, 6.873051)
O (-10.043293, 12.989630, 6.429617)
C (-9.850762, 14.296777, 6.988032)
C (-8.321820, 14.844282, 6.727026)
N (-8.057205, 15.108023, 5.261282)
H (-8.735507, 15.740473, 4.861262)
H (-7.185623, 15.581096, 5.069863)
C (-8.031532, 13.894035, 4.350885)
C (-7.781216, 14.206630, 2.851048)
O (-6.512406, 14.717399, 2.728368)
C (-5.426869, 13.777090, 2.780332)
H (-12.120751, 12.735103, 6.439972)
H (-11.445529, 12.287779, 7.945540)
H (-11.300091, 11.208939, 6.469154)
H (-9.988802, 14.168474, 8.061618)
H (-10.630205, 14.868576, 6.484441)
H (-7.466351, 14.226917, 7.001119)
H (-8.236721, 15.814904, 7.215662)
H (-9.062295, 13.559824, 4.468880)
H (-7.318206, 13.165608, 4.736468)
H (-8.500033, 14.982524, 2.587621)
H (-8.035108, 13.277510, 2.340779)
H (-4.504985, 14.356569, 2.829657)
H (-5.384430, 13.272897, 1.814887)
H (-5.394327, 13.029459, 3.572843)
C (-11.908714, 8.548191, 8.055023)
O (-12.275767, 9.477744, 9.058508)
C (-12.941581, 8.837536, 10.146229)
C (-12.843372, 9.768384, 11.407521)
N (-12.907688, 11.268171, 11.172293)
H (-13.083737, 11.661016, 12.085957)
H (-12.133365, 11.807425, 10.812116)
C (-14.034809, 11.707147, 10.111882)
C (-14.089114, 13.282030, 10.107176)
O (-12.849524, 13.723335, 9.589936)
C (-12.867048, 15.014417, 8.976575)
H (-12.727411, 7.916758, 7.709871)
H (-11.194479, 7.815743, 8.431158)
H (-11.539248, 9.084042, 7.180698)
H (-12.570686, 7.839067, 10.377719)
H (-13.961572, 8.618388, 9.830471)
H (-11.871793, 9.777495, 11.901537)
H (-13.626454, 9.556032, 12.135395)
H (-14.998179, 11.297339, 10.415307)
H (-13.711505, 11.384932, 9.122058)
H (-14.392560, 13.949339, 10.913859)
H (-14.847195, 13.363299, 9.328188)
H (-12.922147, 15.815060, 9.714165)
H (-13.636834, 15.107668, 8.210529)
H (-11.895849, 15.170980, 8.507151)
C (-15.330432, 16.748136, 14.922267)
C (-14.413166, 17.653482, 13.979137)
N (-14.921358, 17.921272, 12.515497)
C (-14.939332, 16.595541, 11.645696)
C (-16.365583, 18.431491, 12.722634)
C (-17.186085, 18.852361, 11.464310)
C (-14.044223, 19.037893, 11.906773)
C (-12.570465, 18.605411, 11.687441)
O (-11.918198, 19.438667, 10.732777)
C (-11.934948, 18.842946, 9.446385)
H (-15.723505, 15.924779, 14.325872)
H (-16.224726, 17.288036, 15.233484)
H (-14.831674, 16.551884, 15.871384)
H (-13.414339, 17.221216, 13.919164)
H (-14.361431, 18.658339, 14.398294)
H (-15.653667, 15.914322, 12.108054)
H (-13.925721, 16.215909, 11.774374)
H (-15.052588, 16.666522, 10.563922)
H (-16.348473, 19.179921, 13.514889)
H (-16.953536, 17.566589, 13.029835)
H (-16.721885, 19.799698, 11.190145)
H (-18.254248, 19.045846, 11.562736)
H (-17.005931, 18.138338, 10.660691)
H (-14.178488, 19.851246, 12.619895)
H (-14.464870, 19.337606, 10.946913)
H (-12.385755, 17.546859, 11.504568)
H (-12.089932, 18.867292, 12.630100)
H (-12.909074, 18.471550, 9.128180)
H (-11.292125, 17.964045, 9.495556)
H (-11.478449, 19.461593, 8.673744)
C (-16.489873, 25.218446, -2.829932)
C (-15.894807, 25.261744, -1.406772)
N (-16.855740, 24.962183, -0.233611)
C (-18.193022, 25.722563, -0.417469)
C (-17.105001, 23.428822, -0.192766)
C (-17.766316, 22.912463, 1.144209)
C (-16.210982, 25.535327, 1.066904)
C (-14.800987, 25.047646, 1.341918)
O (-14.575840, 23.614358, 1.494370)
C (-13.265718, 23.245956, 1.864573)
H (-17.294157, 25.936630, -2.989407)
H (-16.920186, 24.256574, -3.108753)
H (-15.644151, 25.370679, -3.500516)
H (-15.569628, 26.283499, -1.210859)
H (-15.034140, 24.612031, -1.247963)
H (-18.618062, 25.639003, 0.582755)
H (-18.781963, 25.210318, -1.178283)
H (-17.935125, 26.746931, -0.686300)
H (-16.112133, 23.005335, -0.344376)
H (-17.664760, 23.157250, -1.087767)
H (-17.039403, 22.955907, 1.955263)
H (-18.001959, 21.848857, 1.107758)
H (-18.685527, 23.390887, 1.482224)
H (-16.899000, 25.327354, 1.886343)
H (-16.237098, 26.619973, 0.962265)
H (-14.478918, 25.506697, 2.276607)
H (-14.067982, 25.473289, 0.656624)
H (-12.949946, 23.613298, 2.841026)
H (-12.553933, 23.634652, 1.136311)
H (-13.166306, 22.162726, 1.934102)
C (-3.405385, 14.782173, 6.403821)
F (-4.209916, 13.725726, 6.752975)
F (-2.431718, 14.877820, 7.343090)
F (-2.888001, 14.564381, 5.163502)
S (-4.523534, 16.297298, 6.342492)
O (-3.621491, 17.478814, 6.124354)
O (-5.512116, 16.092138, 5.305590)
O (-5.164477, 16.253108, 7.649323)
C (-16.183847, 13.485170, -2.124026)
F (-16.526734, 14.715098, -1.785432)
F (-17.255748, 12.803801, -2.446043)
F (-15.262370, 13.559182, -3.181986)
S (-15.287529, 12.684664, -0.661734)
O (-14.212858, 13.616563, -0.253053)
O (-16.332384, 12.527573, 0.385860)
O (-14.896975, 11.399210, -1.247196)
C (-15.481440, 18.557411, 5.954107)
F (-14.219721, 18.498903, 5.689152)
F (-15.893739, 19.810797, 5.858192)
F (-16.133895, 17.821175, 5.122659)
S (-16.029992, 17.754614, 7.709210)
O (-15.973382, 16.305384, 7.547499)
O (-15.109555, 18.287755, 8.701623)
O (-17.449564, 18.145543, 7.898375)
C (-7.532087, 18.633991, 8.878030)
F (-6.961832, 18.584965, 7.655559)
F (-8.528146, 17.729054, 8.855942)
F (-6.654116, 18.486438, 9.868632)
S (-8.364227, 20.328616, 9.082327)
O (-7.292404, 21.338653, 9.057852)
O (-9.165467, 20.552096, 7.894448)
O (-9.235639, 20.376248, 10.276550)
C (-11.277548, 11.202386, 3.012072)
F (-10.285811, 11.487167, 2.192369)
F (-11.403486, 12.185489, 3.947793)
F (-12.411635, 11.161062, 2.311839)
S (-10.888608, 9.578686, 3.946843)
O (-10.783548, 8.493143, 2.938175)
O (-9.619867, 9.842638, 4.688125)
O (-12.023525, 9.366463, 4.801460)

Atoms 1-2, force components in eV/Å:
N 4.3112 3.7990 2.3192
S -10.0430 -5.5307 -4.4051